{
  "formula": "C34H39BrN5O8P",
  "method": "ωB97M-V with the def2-TZVPD basis set",
  "smiles": "CC(=O)OCCCCCC1=CC(=O)c2c(cc(P(O)O)c(CON=O)c2Br)C1=O.c1cc[nH]c1.c1cc[nH]c1.c1cc[nH]c1.c1cc[nH]c1",
  "multiplicity": 1,
  "homo_lumo_gap_ev": 5.681,
  "symbols": ["H", "C", "C", "H", "H", "H", "C", "C", "N", "H", "C", "C", "H", "C", "H", "H", "C", "H", "O", "N", "C", "C", "H", "H", "O", "O", "H", "C", "H", "C", "H", "H", "C", "C", "C", "C", "O", "N", "H", "H", "C", "C", "C", "H", "H", "C", "H", "C", "O", "C", "H", "H", "C", "H", "C", "H", "H", "C", "C", "H", "H", "N", "C", "O", "C", "H", "C", "H", "P", "H", "H", "O", "H", "N", "H", "O", "H", "C", "C", "H", "H", "H", "Br", "H", "C", "C", "H", "C"],
  "positions_angstrom": [[5.92048, 1.05529, -3.50087], [10.31333, 1.44610, -2.10797], [11.17879, 1.17009, -3.14286], [11.13340, 1.84264, -5.27825], [-2.44580, -8.05804, 8.61615], [-2.59345, 7.34619, -4.15243], [-4.26954, -2.52478, 1.80451], [5.54254, 1.54025, -2.61011], [9.31968, 2.25691, -2.59147], [10.31863, 1.13448, -1.07207], [-1.58564, -8.02243, 6.54535], [-5.63225, 5.35107, -0.69613], [0.34354, -0.88843, -0.57403], [-6.35626, 2.14078, 1.77793], [-1.43986, 3.39939, -5.07687], [-3.55159, 4.82166, -1.53485], [-0.61357, -4.81067, 1.13442], [2.96684, -5.56405, 0.54308], [3.64555, -1.50759, -0.17466], [0.85201, -6.05468, -1.88449], [-1.32390, -2.11638, 0.68631], [-5.38465, 0.89033, 2.28842], [-0.69957, -8.64055, 6.60961], [6.12783, 3.69156, -2.85180], [-3.45314, -4.55401, 3.11687], [1.99808, -6.36493, -1.23142], [-4.04229, 4.86695, 2.03955], [-0.14058, 5.20010, -4.76281], [8.54176, 2.61443, -2.05235], [1.88102, -5.90463, 0.18213], [-4.34895, 1.29258, 2.67378], [4.57288, -0.11477, -1.45470], [-4.15633, 5.80355, -1.32342], [-0.52809, 6.52540, -4.45191], [-2.45109, -7.74642, 7.58025], [-3.11813, -3.68325, 2.16282], [3.94661, -4.01436, -1.39158], [5.05371, 3.09842, -1.10206], [-1.63103, -7.34988, 4.40997], [-5.15169, 3.29138, 3.43811], [9.54590, 2.50851, -3.91972], [-3.96648, -1.18712, 1.22715], [-1.69668, -3.60085, 1.35429], [1.61774, -6.85001, 0.81900], [-6.78077, 4.13959, 2.82891], [0.10258, -1.95556, -0.10253], [-4.36009, 3.60221, 0.64671], [5.66304, 2.87867, -2.31001], [-1.99969, 0.45866, 0.75953], [-5.83482, 3.52075, 2.50380], [-4.40460, 6.31337, -2.36247], [-5.40002, -2.80240, 2.06473], [0.84659, -4.64302, 0.33548], [-3.61635, 6.55789, -0.60452], [4.55375, 1.91498, -0.62451], [4.03709, 1.87526, 0.32506], [3.69035, -1.86227, 0.77426], [-1.90241, 6.54249, -4.36898], [-2.38129, -0.83933, 0.87212], [-5.04337, 0.49234, -0.00046], [-6.25581, 2.21822, 0.60864], [-3.44474, -6.93561, 7.09675], [1.23071, -3.17677, -0.28669], [1.11961, -5.36057, -2.85874], [-3.21852, -6.68401, 5.76851], [-4.22267, -6.57809, 7.63587], [-5.22331, -0.13354, 0.97785], [4.35054, -4.15803, -0.48351], [2.83248, -2.69430, -1.19992], [8.87221, 3.13686, -4.48689], [-3.32966, 4.99366, -4.63481], [-6.63255, 5.04032, -1.53067], [-7.48727, 1.87949, 2.02907], [-2.35789, 5.27505, -4.62364], [0.86833, 4.83323, -4.90010], [-5.75201, 5.34644, 0.77024], [12.06486, 0.55197, -3.07861], [-1.29032, 4.44848, -4.85948], [-2.07124, -7.34956, 5.39876], [0.12509, 7.37563, -4.30376], [-3.89222, -6.05567, 5.20133], [4.98469, 3.99362, -0.63571], [-1.10591, -6.63753, 1.89810], [-6.24874, -0.73982, 0.94491], [10.69319, 1.84297, -4.28946], [4.84002, 0.93026, -1.54352], [-5.97647, 0.37935, 3.18178], [-4.88215, 4.33411, 1.39575]],
  "forces_ev_per_angstrom": [[-0.04, 0.09, 0.15], [0.00, -0.03, -0.01], [-0.02, -0.08, 0.38], [-0.09, 0.01, 0.17], [0.03, 0.03, -0.19], [0.15, -0.10, -0.06], [1.44, 2.54, -1.39], [0.18, 0.34, -0.12], [0.13, 0.04, 0.00], [0.02, 0.03, -0.19], [-0.06, -0.08, 0.42], [-3.22, -1.04, -3.43], [-0.57, -2.60, 1.18], [0.50, -0.51, 0.60], [0.06, 0.19, 0.02], [-1.00, 2.01, 0.56], [0.21, 2.89, -0.96], [-2.49, -0.71, -1.15], [-1.46, -3.55, 1.16], [0.01, 2.80, -3.59], [2.38, -2.48, -0.33], [-0.91, 0.30, -0.77], [-0.15, 0.10, 0.02], [-0.12, -0.11, 0.03], [2.40, 4.89, -5.89], [1.15, 0.77, 2.03], [-1.63, -0.82, -1.61], [-0.11, -0.39, -0.06], [0.18, -0.21, -0.22], [0.07, -0.04, 1.27], [-2.03, -0.87, -0.92], [0.14, 0.42, -0.04], [-1.34, -0.14, -0.05], [-0.29, 0.26, 0.10], [0.08, -0.11, 0.07], [-1.95, -2.14, 3.32], [-1.30, 1.78, 3.09], [0.04, 0.07, 0.12], [-0.14, 0.04, 0.32], [-1.56, 0.35, -1.84], [-0.01, -0.02, -0.01], [-0.45, -3.63, 1.04], [2.80, 0.78, -1.79], [0.05, 2.12, -1.02], [2.22, -0.85, -0.73], [-1.06, -2.03, 1.30], [-1.20, 1.38, 1.30], [0.10, 0.02, -0.12], [-2.17, -8.28, 0.50], [0.03, -0.35, -1.11], [0.54, -1.09, 2.31], [2.88, 0.54, -0.47], [-2.13, 2.92, 0.57], [-1.00, -1.72, -1.44], [-0.05, -0.10, -0.03], [0.06, -0.03, -0.18], [-0.04, 0.91, -1.67], [0.03, 0.09, 0.00], [0.87, 4.70, -0.21], [-0.34, -1.36, 2.01], [-0.31, 0.09, 2.31], [0.06, 0.01, -0.02], [-4.36, -1.47, 3.83], [-1.08, -2.57, 2.61], [-0.07, 0.03, -0.13], [0.33, -0.14, -0.23], [0.70, -0.31, 1.41], [-0.29, -0.13, -1.56], [1.10, 1.05, -1.18], [0.13, -0.13, 0.07], [0.37, 0.10, -0.01], [6.12, 2.02, 5.86], [2.45, 0.66, -0.51], [-0.01, -0.01, 0.06], [-0.19, 0.04, 0.02], [0.76, -1.18, -3.56], [-0.16, 0.10, 0.00], [0.09, -0.05, -0.04], [-0.28, 0.20, -0.14], [-0.13, -0.14, -0.03], [0.19, -0.11, 0.03], [0.02, -0.36, -0.19], [0.76, 2.48, -1.23], [2.46, 1.15, -0.30], [-0.25, 0.23, -0.18], [-0.12, -0.04, 0.21], [1.59, 0.77, -1.91], [0.31, -0.24, 2.38]]
}